The following is a quantum chemistry calculation of a cluster of 5 separate species, C38H82N4O5 in total, from the OMol25 dataset.

Summary:
HOMO energy   -7.64 eV
Energy relative to the best compared isomer or geometry (same formula, charge and spin)   85.9 kcal/mol

XYZ file:
```
129
Properties=species:S:1:pos:R:3:forces:R:3:mulliken_charge:R:1
C -1.7464 0.9372 3.3424 -0.565 -2.241 0.249 -1.71
C -2.2514 -0.3775 2.5329 -0.093 2.504 -1.811 1.13
C -3.7421 -0.2537 2.1037 -0.518 -0.548 2.134 -1.55
C -1.5422 -0.3012 1.1153 -0.710 -1.943 0.532 -1.07
C -1.6728 -1.6849 0.4072 -0.400 0.550 -0.250 -0.71
C -1.1755 -2.7969 1.2977 0.392 -0.161 -1.607 -1.39
C -1.9575 -2.9230 2.5967 0.038 -0.571 0.162 1.27
C -3.4236 -3.6709 2.3227 1.552 0.978 0.860 -1.57
C -1.0222 -3.8815 3.4229 -2.162 0.046 -0.346 -1.79
N -1.9788 -1.6099 3.2544 1.585 0.015 -1.365 0.34
O -2.6296 -1.6611 4.4672 -1.030 0.021 0.849 -0.48
H -0.7194 0.7469 3.6541 0.300 0.228 -0.514 0.44
H -1.8703 1.8708 2.7937 0.084 -0.262 -0.172 0.37
H -2.2468 1.0163 4.3076 -0.497 0.060 -0.138 0.36
H -4.1144 -1.2429 1.8373 0.085 0.169 -0.625 0.37
H -4.2980 -0.0704 3.0232 -0.290 0.311 0.102 0.36
H -4.0261 0.5176 1.3878 0.381 -0.130 -0.038 0.37
H -2.0912 0.4417 0.5368 0.368 0.173 0.111 0.52
H -0.4827 -0.0501 1.1670 0.040 0.040 0.128 0.32
H -2.6580 -2.0558 0.1248 -0.813 0.950 0.423 0.25
H -1.2790 -1.6031 -0.6059 0.973 -0.277 0.166 0.44
H -0.0905 -2.7543 1.3937 0.067 0.399 0.729 0.46
H -1.2838 -3.7264 0.7388 -0.279 -0.305 0.068 0.50
H -4.2118 -3.2982 2.9768 0.169 0.355 0.016 0.36
H -3.3426 -4.7239 2.5925 0.181 -0.062 -0.314 0.40
H -3.7497 -3.5609 1.2884 0.132 -0.038 0.035 0.34
H -1.4081 -4.0044 4.4349 0.269 0.078 0.183 0.49
H 0.0288 -3.5960 3.3793 -0.236 -0.054 0.078 0.38
H -1.2648 -4.8160 2.9170 0.885 -0.397 0.186 0.41
H -1.9382 -1.8587 5.1032 0.095 0.116 0.159 0.37
C 0.6593 -7.7670 -3.1810 -0.384 0.612 -0.263 -2.00
C 1.9487 -8.2854 -2.4954 -0.051 1.044 -1.940 1.48
C 2.9725 -7.1348 -2.5150 -0.211 -0.123 0.869 -1.79
C 1.5212 -8.7145 -1.1014 0.760 1.403 -0.636 -0.91
C 2.5470 -9.5445 -0.4670 0.831 -2.335 1.581 -0.81
C 2.9085 -10.8242 -1.2335 -1.827 0.908 0.205 -1.11
C 3.4198 -10.5186 -2.6363 1.159 1.407 0.652 1.15
C 4.9386 -10.0247 -2.3330 -1.002 -0.763 -1.191 -1.60
C 3.4122 -11.7918 -3.5404 0.146 1.939 0.353 -1.78
N 2.5830 -9.3773 -3.2777 -0.783 -2.908 2.342 0.45
O 2.9060 -9.0742 -4.6003 0.158 0.110 0.266 -0.48
H -0.1072 -8.5109 -3.3983 0.295 -0.389 -0.090 0.45
H 0.1370 -7.0387 -2.5606 0.169 -0.126 0.776 0.42
H 0.7844 -7.1209 -4.0500 0.580 -0.521 -0.502 0.42
H 3.3985 -7.0884 -3.5172 0.113 0.179 0.215 0.38
H 2.5543 -6.1716 -2.2229 -0.206 0.077 -0.171 0.44
H 3.7212 -7.3626 -1.7563 0.387 0.057 -0.253 0.35
H 1.5465 -7.8019 -0.5059 -0.673 0.310 -0.083 0.33
H 0.5060 -9.1113 -1.1011 0.177 -0.337 0.035 0.41
H 3.4622 -9.0434 -0.1518 -0.131 0.519 -0.280 0.36
H 2.1149 -9.9115 0.4639 0.087 0.050 0.387 0.36
H 1.9503 -11.3437 -1.2394 -0.119 -0.469 -0.513 0.37
H 3.5498 -11.4279 -0.5913 0.475 -0.036 -0.547 0.44
H 5.0347 -9.2214 -1.6026 -0.400 0.022 -0.172 0.34
H 5.3921 -9.7113 -3.2734 0.119 0.112 0.023 0.36
H 5.5135 -10.8631 -1.9398 0.003 -0.162 -0.092 0.44
H 2.3985 -12.0544 -3.8431 -0.018 0.102 0.044 0.38
H 3.8593 -12.6391 -3.0206 0.230 0.155 -0.160 0.38
H 3.9819 -11.4244 -4.3940 0.069 -0.878 -0.366 0.42
H 2.1481 -9.4508 -5.0533 0.046 0.047 -0.484 0.35
C 6.7792 6.5763 0.5540 -0.265 -0.162 -0.442 -1.81
C 5.8891 5.8583 1.5884 -0.126 -2.161 -0.455 1.00
C 5.9496 4.2937 1.1776 0.545 0.840 1.300 -1.37
C 6.6542 6.1501 2.9365 -0.696 -0.106 -0.144 -1.15
C 5.8343 5.9407 4.2099 -1.290 0.568 -1.061 -0.82
C 4.4997 6.7866 4.0714 1.674 -0.900 -1.329 -1.11
C 3.6483 6.4139 2.8243 -0.469 -1.798 0.440 1.35
C 2.9013 5.0601 3.0864 0.388 0.423 -0.074 -1.57
C 2.7126 7.5772 2.5916 -0.543 0.305 -0.235 -1.83
N 4.4866 6.1910 1.5838 0.197 2.777 1.536 0.44
O 3.7713 5.6702 0.4767 0.008 -0.301 0.677 -0.52
H 6.5756 7.6431 0.4615 0.256 0.116 0.525 0.39
H 7.7893 6.3315 0.8827 0.217 0.585 -0.176 0.41
H 6.7501 6.2049 -0.4704 -0.448 -0.357 -0.062 0.47
H 6.9173 3.9251 1.5181 0.279 -0.186 -0.611 0.41
H 5.2327 3.6804 1.7235 -0.246 0.275 0.033 0.32
H 5.7576 4.1471 0.1147 0.324 0.024 0.156 0.35
H 7.5009 5.4783 2.7953 0.197 0.031 0.707 0.58
H 7.0558 7.1631 2.9614 -0.105 0.157 -0.379 0.40
H 5.6438 4.8678 4.2370 -0.381 -0.018 0.589 0.32
H 6.2686 6.2941 5.1451 0.590 -0.312 -0.212 0.39
H 4.7448 7.8243 3.8452 0.557 0.201 0.502 0.38
H 3.9954 6.7632 5.0374 -0.615 -0.136 -0.419 0.42
H 2.2290 4.8274 2.2606 0.170 -0.100 -0.055 0.37
H 2.3263 4.9790 4.0089 -0.025 0.506 0.116 0.40
H 3.6880 4.3095 3.1621 -0.205 -0.241 -0.159 0.27
H 3.3026 8.4596 2.3440 -0.043 -0.087 -0.688 0.43
H 2.1447 7.9412 3.4478 0.017 -0.648 0.515 0.34
H 1.9636 7.2963 1.8511 0.197 0.400 -0.371 0.36
H 4.2197 6.0735 -0.2701 -0.161 0.302 -0.220 0.36
C -4.2309 1.3237 -4.5921 0.407 -0.143 0.401 -1.75
C -4.2216 2.3535 -5.7652 1.236 0.291 -0.384 1.47
C -3.2511 1.9200 -6.9337 -0.155 -0.235 -0.213 -1.67
C -5.6434 2.4346 -6.4109 -1.049 0.614 1.238 -1.21
C -6.7257 3.2320 -5.5730 1.875 0.832 -0.125 -0.75
C -6.1117 4.6589 -5.2619 -0.963 -1.376 -0.165 -1.30
C -4.6619 4.6878 -4.7075 0.110 0.389 -1.148 1.59
C -4.0963 6.0817 -5.0793 0.050 0.339 1.646 -1.98
C -4.6954 4.4395 -3.1864 -0.434 0.408 -0.459 -1.57
N -3.7288 3.7325 -5.3983 -3.432 0.049 -1.096 0.19
O -2.4675 3.8263 -4.8407 0.555 -0.653 0.425 -0.47
H -4.9724 1.4746 -3.8075 -0.408 0.457 -0.350 0.32
H -4.3704 0.2836 -4.8871 -0.140 0.068 -0.606 0.44
H -3.3126 1.2817 -4.0065 0.422 0.423 -0.344 0.42
H -3.2694 0.8393 -7.0745 0.090 -0.060 0.055 0.37
H -3.4863 2.3619 -7.9019 -1.065 0.046 0.030 0.38
H -2.2170 2.2638 -6.9539 0.210 -0.252 1.339 0.35
H -5.5869 2.8665 -7.4101 0.111 0.124 0.084 0.39
H -6.0576 1.4313 -6.5107 0.419 -0.256 -0.180 0.43
H -7.6610 3.3574 -6.1184 0.160 0.003 -0.326 0.41
H -7.0308 2.7088 -4.6668 0.402 -0.114 0.177 0.36
H -6.7719 5.1618 -4.5554 0.162 0.006 0.389 0.44
H -6.2644 5.2658 -6.1544 0.637 -0.098 -0.308 0.41
H -4.6588 6.8364 -4.5296 -0.064 0.105 0.237 0.41
H -4.0893 6.4641 -6.1000 -0.118 -0.902 -0.275 0.35
H -3.0871 6.1080 -4.6681 0.108 0.362 -0.123 0.52
H -5.1942 3.4803 -3.0480 0.534 -0.214 0.302 0.32
H -5.3528 5.1393 -2.6703 0.032 0.348 -0.165 0.42
H -3.7058 4.5362 -2.7397 -0.064 -0.481 -0.025 0.33
H -2.0361 4.4337 -5.4462 0.373 -0.086 -0.023 0.37
C -3.5491 4.2785 9.6911 0.931 -0.347 1.043 -0.87
C -2.7712 5.5684 9.8293 -0.235 0.771 -2.294 -0.26
O -1.5292 5.4647 10.4704 0.037 -0.325 0.756 -0.52
H -3.0595 3.7321 8.8849 -0.678 -0.116 -0.293 0.23
H -4.6114 4.4929 9.5746 0.153 -0.299 -0.328 0.28
H -3.3864 3.6276 10.5501 -0.335 0.142 0.346 0.27
H -3.3615 6.4518 10.0727 -0.180 -0.140 1.106 0.34
H -2.5688 5.7869 8.7808 0.234 0.338 -0.410 0.22
H -1.0102 6.2300 10.2125 0.074 -0.025 0.072 0.31
```
Forces are in eV/Å.